Molecular formula: C30H84N4O14
Method: DFT, the ωB97M-V functional and the def2-TZVPD basis

Geometry (Å):
C 0.253 11.719 -5.026
O 0.643 10.391 -4.726
C 0.114 9.378 -5.640
C 0.289 8.065 -4.916
N -0.666 7.985 -3.820
C -0.605 6.628 -3.238
C -1.674 6.388 -2.178
O -2.989 6.258 -2.819
C -3.978 5.739 -1.943
H -0.814 11.843 -5.208
H 0.721 11.914 -5.991
H 0.703 12.421 -4.324
H 0.700 9.276 -6.554
H -0.908 9.522 -5.991
H 1.330 7.874 -4.658
H 0.031 7.341 -5.689
H -1.555 8.055 -4.295
H 0.407 6.528 -2.846
H -0.707 5.798 -3.937
H -1.683 7.151 -1.399
H -1.493 5.410 -1.732
H -4.166 6.444 -1.134
H -3.734 4.774 -1.500
H -4.883 5.491 -2.498
C 2.776 15.652 -13.092
O 2.395 14.585 -12.161
C 2.808 13.292 -12.602
C 2.278 12.255 -11.610
N 3.174 12.001 -10.542
C 3.374 13.113 -9.605
C 2.053 13.363 -8.787
O 2.241 14.179 -7.659
C 2.984 15.348 -7.857
H 3.856 15.769 -13.186
H 2.350 16.600 -12.763
H 2.434 15.453 -14.108
H 3.895 13.345 -12.644
H 2.470 13.124 -13.625
H 2.227 11.310 -12.151
H 1.280 12.560 -11.298
H 3.993 11.696 -11.049
H 3.655 13.995 -10.180
H 4.173 12.911 -8.892
H 1.656 12.421 -8.407
H 1.264 13.853 -9.357
H 4.048 15.128 -7.936
H 2.875 16.035 -7.017
H 2.750 15.878 -8.780
C 3.782 19.330 -15.027
O 2.500 19.333 -14.492
C 2.448 19.920 -13.163
C 1.008 19.932 -12.708
N 0.626 18.632 -12.270
C -0.739 18.538 -11.798
C -0.936 17.061 -11.321
O -1.036 16.238 -12.462
C -1.243 14.880 -12.115
H 4.301 20.288 -14.997
H 3.832 18.991 -16.061
H 4.394 18.666 -14.416
H 2.704 20.977 -13.228
H 3.064 19.478 -12.380
H 0.399 20.427 -13.465
H 0.952 20.558 -11.818
H 0.726 17.979 -13.034
H -1.545 18.765 -12.496
H -0.831 19.234 -10.964
H -1.800 17.003 -10.659
H -0.090 16.747 -10.710
H -0.645 14.588 -11.252
H -1.082 14.179 -12.935
H -2.291 14.705 -11.870
C -1.494 11.157 -8.583
O -1.740 10.434 -9.828
C -1.624 11.165 -11.049
C -1.918 10.237 -12.190
N -1.929 10.981 -13.493
C -0.637 11.599 -14.029
C 0.487 10.551 -14.295
O 0.081 9.653 -15.367
C 0.957 8.562 -15.587
H -0.457 11.494 -8.586
H -1.695 10.498 -7.739
H -2.105 12.055 -8.496
H -0.634 11.620 -11.040
H -2.376 11.952 -11.113
H -2.896 9.785 -12.027
H -1.229 9.392 -12.181
H -2.604 11.731 -13.540
H -0.291 12.267 -13.241
H -0.874 12.270 -14.855
H 0.709 10.027 -13.365
H 1.436 11.052 -14.485
H 1.921 8.985 -15.872
H 0.536 7.838 -16.285
H 1.013 8.044 -14.630
C 0.410 15.797 -4.529
O -0.815 16.485 -4.559
H 0.967 16.136 -5.403
H 0.981 16.168 -3.678
H 0.288 14.717 -4.447
H -1.247 16.030 -5.286
C 1.735 18.674 -8.662
O 2.362 18.373 -9.925
H 0.816 18.142 -8.415
H 2.414 18.400 -7.855
H 1.591 19.748 -8.540
H 1.793 18.483 -10.691
C -2.636 18.966 -7.620
O -2.538 19.449 -8.952
H -2.054 18.061 -7.445
H -2.275 19.764 -6.973
H -3.686 18.803 -7.378
H -2.952 20.315 -8.930
C -4.095 12.778 -6.638
O -4.096 13.767 -7.645
H -4.330 11.782 -7.014
H -3.215 12.753 -5.996
H -4.957 13.023 -6.018
H -4.817 13.595 -8.255
C -0.948 15.131 -7.716
O -1.983 15.227 -6.800
H -0.222 15.930 -7.565
H -0.589 14.120 -7.522
H -1.304 15.189 -8.744
H -2.694 14.793 -7.278
C -4.449 16.317 -4.867
O -5.683 16.506 -4.220
H -3.998 17.211 -5.298
H -3.746 15.930 -4.130
H -4.499 15.593 -5.681
H -6.165 15.676 -4.239

* electronic energy: -67087.689 eV
* energy above the lowest of the compared OMol25 structures with the same formula, charge and spin: 18.1 kcal per mole
* SMILES string: COCCNCCOC.COCCNCCOC.COCCNCCOC.COCCNCCOC.CO.CO.CO.CO.CO.CO
* E_LUMO: 0.17 eV
* gap between HOMO and LUMO: 8.904 eV